# 1
ORCA calculation (ωB97M-V/def2-TZVPD) on a 12-piece molecular cluster, C53H124F18N9O4P3 overall.

```
! RIJCOSX wB97M-V def2-TZVPD def2/J DEFGRID3
* xyz 6 1
P 16.78 20.85 16.75
P 17.99 21.94 11.13
P 19.36 16.07 17.69
F 18.04 16.61 16.69
F 20.60 15.64 18.54
F 17.27 23.24 10.42
F 19.05 21.91 9.84
F 18.52 14.79 18.07
F 16.95 21.97 12.33
F 18.60 20.56 11.73
F 15.63 20.51 17.77
F 15.95 22.10 16.19
F 18.70 16.90 18.90
F 17.95 21.15 15.59
F 19.84 15.35 16.32
F 17.54 21.80 17.77
F 17.62 19.56 17.32
F 19.01 22.88 11.90
F 16.05 19.88 15.64
F 20.22 17.47 17.33
F 16.94 21.09 10.22
O 17.91 11.96 6.37
O 23.53 25.98 10.55
O 14.57 20.67 7.87
O 19.70 17.91 12.88
N 26.05 14.49 14.95
N 16.05 11.86 5.14
N 15.15 22.79 8.69
N 11.60 25.61 16.54
N 18.08 18.13 14.53
N 21.48 24.99 10.16
N 17.28 8.87 18.36
N 24.51 20.02 22.92
N 16.43 17.57 22.85
C 9.04 25.15 16.64
C 26.28 12.57 13.25
C 27.03 15.38 14.20
C 18.59 15.16 25.05
C 19.37 18.60 13.80
C 25.46 11.44 12.65
C 11.51 27.54 15.03
C 22.31 25.40 12.59
C 17.28 11.20 5.80
C 15.19 17.26 22.03
C 18.24 16.47 24.31
C 17.15 16.31 23.23
C 24.15 21.00 25.32
C 24.77 21.99 26.28
C 25.38 13.37 14.11
C 18.76 9.08 18.27
C 14.11 16.50 22.74
C 16.52 9.73 15.99
C 12.83 24.87 16.91
C 17.08 17.47 13.60
C 16.20 11.06 15.23
C 27.97 15.92 15.25
C 28.19 14.71 16.19
C 10.46 24.63 16.85
C 20.27 25.89 10.33
C 8.04 24.01 16.72
C 12.23 27.88 16.31
C 16.23 12.14 3.69
C 25.60 19.88 21.89
C 16.54 9.89 17.52
C 25.00 19.51 20.56
C 25.02 20.92 24.05
C 24.28 18.67 23.50
C 17.03 9.12 19.81
C 22.63 25.53 11.14
C 17.44 9.72 5.50
C 15.93 22.95 7.48
C 26.87 13.97 16.16
C 14.97 17.67 24.85
C 17.42 18.40 22.05
C 19.97 19.85 14.24
C 11.55 26.02 15.04
C 13.72 17.21 24.10
C 16.01 18.42 24.00
C 16.94 7.49 17.95
C 18.21 8.52 20.59
C 24.93 15.31 15.55
C 13.45 21.47 9.94
C 23.37 20.54 22.15
C 19.37 8.51 19.54
C 14.29 21.45 8.71
C 23.47 19.75 20.77
C 11.61 26.91 17.29
H 17.62 17.84 21.11
H 10.45 27.93 15.10
H 26.24 14.09 17.09
H 22.62 24.41 12.90
H 20.14 19.93 15.32
H 16.47 9.26 5.75
H 24.47 13.74 13.57
H 24.85 22.96 25.82
H 27.15 12.22 13.79
H 26.66 16.21 13.57
H 20.88 20.14 13.69
H 16.88 22.44 7.66
H 17.83 7.55 20.86
H 22.43 20.30 22.64
H 18.89 10.16 18.20
H 24.37 17.91 22.70
H 21.22 25.36 12.71
H 16.72 18.23 12.90
H 24.15 20.05 25.85
H 27.51 16.72 15.84
H 19.13 8.62 17.38
H 13.02 18.00 23.81
H 15.21 11.38 15.61
H 17.51 9.38 15.73
H 19.17 16.84 23.94
H 25.32 16.11 16.22
H 12.85 23.94 16.40
H 10.55 23.80 16.16
H 15.55 9.90 17.94
H 10.70 24.22 17.85
H 16.17 23.99 7.31
H 8.79 25.68 17.53
H 8.19 23.22 16.03
H 12.18 28.89 16.59
H 14.49 23.56 8.86
H 15.56 19.26 23.49
H 22.94 20.26 19.96
H 7.02 24.37 16.59
H 23.16 21.26 25.02
H 25.78 21.67 26.51
H 15.79 8.96 15.68
H 16.22 17.22 14.19
H 17.97 17.21 25.04
H 16.99 11.79 15.47
H 24.27 14.60 16.06
H 25.00 21.88 23.57
H 10.61 25.68 14.67
H 17.36 7.33 16.97
H 20.18 9.13 19.93
H 12.29 25.43 14.50
H 24.16 22.10 27.18
H 16.19 11.22 3.09
H 17.16 12.74 3.63
H 26.35 19.09 22.15
H 16.92 10.87 17.85
H 15.86 7.28 17.84
H 19.06 14.38 24.38
H 19.19 20.60 13.99
H 16.03 8.74 20.09
H 13.27 16.48 22.06
H 25.12 10.74 13.40
H 19.64 25.86 9.43
H 18.48 17.48 15.31
H 14.77 18.19 21.77
H 25.24 18.52 20.34
H 24.64 11.69 11.99
H 13.18 22.49 10.20
H 26.55 13.22 12.41
H 20.76 26.85 10.47
H 15.33 16.75 25.37
H 15.20 11.35 5.16
H 16.87 18.73 24.59
H 18.44 9.15 21.48
H 21.92 25.09 9.26
H 27.50 14.66 13.56
H 14.46 15.47 22.92
H 10.57 27.29 17.49
H 19.38 15.44 25.77
H 8.12 23.64 17.76
H 13.09 16.54 24.67
H 17.62 15.92 22.34
H 28.98 14.14 15.76
H 25.22 20.13 19.74
H 17.41 6.79 18.57
H 16.12 10.85 14.16
H 17.76 18.91 15.14
H 28.52 15.05 17.19
H 12.56 20.85 9.83
H 18.28 9.35 6.00
H 15.42 12.79 3.38
H 15.79 22.81 9.50
H 26.16 10.94 11.97
H 21.24 24.02 10.37
H 17.55 16.59 13.17
H 26.04 20.50 24.20
H 22.72 26.17 13.24
H 24.96 12.77 14.93
H 8.89 25.80 15.76
H 15.59 16.79 21.14
H 15.30 22.65 6.64
H 27.03 12.92 15.92
H 18.36 18.40 22.59
H 11.95 28.00 14.15
H 24.37 15.69 14.72
H 14.71 18.41 25.58
H 23.34 21.61 21.92
H 14.10 21.02 10.70
H 13.30 27.61 16.34
H 12.22 26.82 18.25
H 19.78 7.51 19.39
H 23.27 18.61 23.91
H 24.97 18.49 24.33
H 16.39 15.62 23.59
H 16.98 10.24 19.88
H 28.90 16.25 14.79
H 13.69 25.52 16.70
H 15.97 12.79 5.62
H 22.95 18.79 20.88
H 17.54 9.52 4.42
H 26.17 20.85 21.83
H 17.71 14.68 25.52
H 17.03 19.38 21.75
H 19.74 25.72 11.21
H 12.76 24.80 17.99
*
```

Properties
energy above the lowest of the compared OMol25 structures with the same formula, charge and spin: 0.0 kJ/mol
Kohn-Sham gap: 10.45 eV
E_HOMO: -18.57 eV
LUMO: -8.13 eV
electronic energy: -5707.81668 Ha

# 2
ORCA calculation (ωB97M-V/def2-TZVPD) on a 8-piece molecular cluster, C53H124N8O11 overall.

```
! RIJCOSX wB97M-V def2-TZVPD def2/J DEFGRID3
* xyz 0 1
O 19.87 15.15 12.99
O 15.74 12.81 8.11
O 16.51 21.03 13.42
O 25.25 13.73 14.16
O 20.41 19.27 17.44
O 12.14 12.63 10.66
O 15.90 14.24 14.55
O 11.94 18.37 12.59
O 23.99 12.89 18.76
O 28.12 13.74 17.23
O 17.94 10.27 13.62
N 16.59 11.34 10.42
N 21.31 19.19 16.31
N 13.84 15.20 12.70
N 25.29 14.92 16.77
N 16.51 14.51 11.47
N 13.68 19.50 15.30
N 22.93 11.97 18.61
N 15.92 13.44 15.74
C 12.87 17.44 12.11
C 21.60 20.50 15.75
C 14.80 12.49 15.93
C 14.91 11.68 17.19
C 22.51 20.31 14.48
C 20.75 14.09 13.03
C 17.24 20.66 12.30
C 22.25 12.61 20.87
C 19.32 18.30 14.80
C 12.97 16.33 13.05
C 20.97 13.74 19.07
C 17.66 14.78 16.62
C 15.02 11.49 14.75
C 20.81 18.12 15.41
C 16.22 14.29 16.88
C 22.32 12.77 16.27
C 15.56 20.51 16.41
C 20.45 21.42 15.40
C 18.43 15.91 10.59
C 11.69 11.27 10.72
C 18.02 14.74 11.49
C 21.77 18.04 14.25
C 13.41 13.21 15.83
C 15.65 19.97 13.86
C 17.03 12.73 7.54
C 17.23 10.38 11.36
C 20.83 16.70 16.04
C 14.80 20.44 15.12
C 21.96 19.31 13.56
C 16.15 10.73 9.17
C 22.59 21.16 16.77
C 24.12 11.10 16.64
C 21.77 10.48 17.19
C 25.62 15.64 15.57
C 12.75 13.12 11.80
C 24.83 15.08 14.41
C 15.13 11.58 8.45
C 20.74 11.34 19.34
C 26.19 15.25 17.88
C 27.73 15.04 17.63
C 11.64 19.40 11.73
C 18.52 10.85 14.77
C 15.21 15.42 17.10
C 27.98 12.77 18.33
C 17.69 11.16 12.61
C 21.69 12.49 19.40
C 18.49 14.86 12.95
C 16.46 13.35 18.11
C 24.68 13.27 12.95
C 20.46 10.87 17.89
C 22.81 11.62 17.18
C 15.22 12.54 18.38
C 13.31 14.48 11.47
H 18.00 16.85 10.95
H 21.57 10.09 16.22
H 14.78 15.56 12.50
H 15.78 10.97 17.05
H 18.61 11.72 12.41
H 22.96 22.03 16.25
H 25.10 13.84 12.11
H 20.57 13.39 13.86
H 15.78 11.74 10.84
H 16.31 13.81 12.17
H 17.98 19.81 12.42
H 21.83 16.45 16.51
H 22.74 17.79 14.64
H 28.36 13.13 19.31
H 18.02 9.94 10.80
H 15.69 16.21 17.67
H 17.74 21.63 12.06
H 17.11 12.05 6.68
H 19.56 21.33 16.08
H 19.77 11.65 17.51
H 17.67 15.64 15.97
H 12.07 13.13 12.66
H 19.56 16.15 10.68
H 18.49 10.17 15.65
H 14.17 10.83 14.56
H 14.34 11.84 9.19
H 13.03 19.47 14.54
H 18.53 13.85 11.12
H 26.99 12.42 18.43
H 17.78 12.34 8.28
H 21.28 12.90 16.55
H 14.82 20.90 17.13
H 22.57 19.29 12.62
H 16.28 14.05 10.59
H 20.23 13.60 18.25
H 17.28 13.77 7.29
H 14.97 14.35 14.26
H 22.48 13.63 21.16
H 24.73 11.97 16.53
H 22.33 12.39 15.27
H 13.34 14.10 15.20
H 11.00 11.10 11.56
H 20.09 16.72 16.87
H 12.56 17.04 11.11
H 17.46 12.83 17.96
H 22.28 9.59 17.72
H 15.84 9.68 9.33
H 21.80 14.28 13.16
H 23.09 11.91 20.94
H 25.93 14.77 18.83
H 16.46 9.65 11.67
H 28.35 15.28 18.56
H 14.94 15.84 16.13
H 22.04 21.49 17.63
H 13.34 16.78 14.02
H 14.42 21.46 14.92
H 16.94 10.54 8.46
H 28.61 11.93 18.06
H 23.60 13.33 12.89
H 26.13 16.30 18.20
H 20.99 19.75 13.17
H 14.33 15.11 17.74
H 20.08 21.23 14.37
H 19.82 11.71 19.81
H 11.26 20.17 12.37
H 18.72 17.56 15.29
H 21.55 14.67 18.87
H 19.54 19.56 17.07
H 12.04 15.98 13.39
H 24.65 10.39 17.25
H 14.38 13.23 18.63
H 19.21 18.05 13.75
H 13.87 17.83 11.99
H 16.52 20.34 11.49
H 20.38 14.03 20.00
H 21.48 17.21 13.56
H 16.72 14.02 18.86
H 25.04 15.69 13.48
H 22.48 21.19 13.91
H 16.26 19.03 13.97
H 18.09 15.78 9.56
H 14.88 19.77 13.08
H 26.67 15.60 15.31
H 23.77 15.03 14.63
H 11.01 19.21 10.87
H 17.91 15.67 13.41
H 18.12 15.15 17.54
H 14.62 11.12 7.60
H 25.34 16.69 15.52
H 14.02 14.41 10.56
H 24.91 12.20 12.84
H 12.55 19.76 11.33
H 15.90 10.89 14.89
H 13.55 12.45 12.20
H 19.86 9.99 17.96
H 20.57 15.96 15.31
H 13.07 13.58 16.87
H 21.18 10.56 19.88
H 15.23 12.04 13.86
H 25.52 13.94 16.60
H 18.99 19.31 14.99
H 12.40 14.94 11.01
H 19.54 11.14 14.61
H 20.71 22.45 15.53
H 23.80 13.76 18.41
H 16.96 11.93 12.82
H 12.52 10.65 11.11
H 23.26 20.39 17.03
H 12.68 12.52 15.50
H 28.12 15.68 16.87
H 16.32 21.25 16.31
H 11.20 10.96 9.84
H 20.81 13.46 12.10
H 15.91 19.51 16.79
H 18.39 13.84 13.42
H 13.13 19.68 16.13
H 24.01 10.65 15.63
H 23.55 20.07 14.81
H 14.04 11.00 17.29
H 22.91 13.70 16.32
H 18.29 14.00 16.20
H 21.46 12.41 21.61
H 17.89 11.73 15.10
H 15.29 11.96 19.32
*
```

Properties
structure (SMILES): CC1(C)CCCC(C)(C)N1O.CC1(C)CCCC(C)(C)N1O.CC1(C)CCCC(C)(C)N1O.COC[C@H](C)N.COC[C@H](C)N.COCCNCCOC.COCCNCCOC.COCCNCCOC
energy above the lowest of the compared OMol25 structures with the same formula, charge and spin: 233.4 kJ/mol
Kohn-Sham gap: 8.90 eV
E_HOMO: -8.27 eV
LUMO: 0.63 eV
electronic energy: -3359.03113 Ha